[1]
Molecular formula: C7H16N2O2
Method: DFT, ωB97M-V with the def2-TZVPD basis set

The geometry in ORCA input format:
```
! wB97M-V def2-TZVPD RIJCOSX def2/J DEFGRID3
* xyz -2 1
C -0.6955 8.8987 7.9198
C -1.7673 -7.3491 -4.9543
C -0.2307 -5.8298 -5.9439
C 0.5975 -7.3671 -4.2985
C 0.0010 9.2918 6.6094
C -0.5395 -6.3964 -4.6104
C 1.0879 10.3428 6.9368
N 2.1726 10.1563 6.1067
N 2.3836 9.8797 8.5727
O 2.0655 9.4118 9.6764
O 3.5358 10.2451 8.3294
H -0.0589 8.4850 8.7520
H -1.1407 9.7492 8.4699
H -1.6729 8.3838 7.6305
H -1.7905 -8.1628 -4.2987
H -2.6124 -6.7473 -5.0019
H -1.6430 -7.6202 -6.0088
H 0.3295 -6.6519 -6.6319
H 0.5600 -5.0575 -5.8575
H -1.1113 -5.5206 -6.4735
H 0.9633 -7.8874 -5.2619
H 1.4936 -6.9141 -3.7792
H 0.3915 -8.2988 -3.6630
H -0.6401 9.7648 5.8444
H 0.3155 8.3928 6.0395
H 2.4180 9.2582 5.8020
H 3.0079 10.7322 6.3248
*
```

## Properties
Maximum force   3.199 eV/Å
Kohn-Sham gap   5.43 eV
Energy relative to the best compared isomer or geometry (same formula, charge and spin)   0.0 kcal/mol
DFT total energy   -14586.252 eV

=====

[2]
Molecular formula: C14H13ClN4O8Pd
Method: DFT, ωB97M-V with the def2-TZVPD basis set

The geometry in ORCA input format:
```
! wB97M-V def2-TZVPD RIJCOSX def2/J DEFGRID3
* xyz 0 3
Pd -0.3260 -0.3718 0.5139
O 1.2514 -2.2098 3.9221
C 0.8976 -1.5306 2.9888
N 0.1953 -1.9043 1.8753
C 0.0782 -3.1955 1.4286
O 0.2039 -4.2214 2.0499
C -0.1343 -3.2529 -0.0852
C -0.2439 -4.4766 -0.7109
C -0.3722 -4.5113 -2.0932
C -0.3825 -3.3162 -2.7978
C -0.2759 -2.1266 -2.1011
N -0.1589 -2.1042 -0.7744
C 1.3436 -0.0708 2.9121
C 2.0389 0.4865 3.9673
C 2.5013 1.7885 3.8485
C 2.2678 2.4829 2.6715
C 1.5616 1.8614 1.6580
N 1.1073 0.6178 1.7877
H -0.2170 -5.3683 -0.1013
H -0.4580 -5.4567 -2.6115
H -0.4777 -3.2987 -3.8739
H -0.2946 -1.1686 -2.6034
H 2.2034 -0.1196 4.8464
H 3.0454 2.2521 4.6603
H 2.6212 3.4949 2.5352
H 1.3573 2.3448 0.7111
O -2.1131 2.1362 -0.5619
Cl -2.7417 1.1475 0.2834
O -4.0430 1.5583 0.6939
O -1.8880 0.9465 1.4840
O -2.7736 -0.1319 -0.4159
N -1.4642 3.4747 -3.0637
C -0.2028 3.2672 -2.3573
C 0.0946 1.7819 -2.2607
O 0.9011 1.3119 -1.4946
O -0.6009 1.0290 -3.1058
H -2.2365 3.5030 -2.4085
H -1.2347 1.6494 -3.5374
H -1.4635 4.3215 -3.6134
H -0.1937 3.6759 -1.3490
H 0.6267 3.7041 -2.9171
*
```

## Properties
Maximum force   0.682 eV/Å
Kohn-Sham gap (alpha / beta)   8.71 / 8.04 eV
DFT total energy   -53064.555 eV

=====

[3]
Molecular formula: C3H12N2O3
Method: DFT, ωB97M-V with the def2-TZVPD basis set

The geometry in ORCA input format:
```
! wB97M-V def2-TZVPD RIJCOSX def2/J DEFGRID3
* xyz 0 1
N 1.8619 1.7201 -1.3178
C 0.7510 0.8013 -1.3011
C -0.5394 1.3275 -0.8192
N -1.0852 0.4017 0.1843
C -1.1363 0.8204 1.5126
O -1.9808 0.5594 2.3178
H 2.2086 2.0237 -2.1255
H 2.0293 2.4224 -0.5445
H 1.0172 -0.2020 -0.8332
H 0.7029 0.4429 -2.3754
H -0.4800 2.4948 -0.4027
H -1.3085 1.2882 -1.6258
H -1.9731 -0.0876 -0.1195
H -0.2711 1.4130 1.9005
O 1.0312 -2.6134 -1.6868
H 1.9830 -2.8611 -1.5386
H 1.2021 -1.8819 -2.3553
O 0.2996 -2.1444 1.7645
H 0.0966 -1.3019 1.4767
H 0.1044 -2.7107 0.9604
*
```

## Properties
Maximum force   5.322 eV/Å
Kohn-Sham gap   9.80 eV
Energy relative to the best compared isomer or geometry (same formula, charge and spin)   58.5 kcal/mol
DFT total energy   -12426.813 eV

=====

[4]
Molecular formula: C5H8ClNO
Method: DFT, ωB97M-V with the def2-TZVPD basis set

The geometry in ORCA input format:
```
! wB97M-V def2-TZVPD RIJCOSX def2/J DEFGRID3
* xyz 0 1
C 1.3011 1.0637 -1.4504
C 0.7715 0.9315 -0.2918
C -2.0087 -0.4681 0.0061
C 0.8410 1.4220 1.0958
C -0.1199 -2.1129 -0.0433
N -0.7375 -0.8232 -0.0997
O -2.9923 -1.0768 0.1736
Cl -2.1857 1.3422 -0.2101
H 0.7266 0.5884 -2.1994
H 2.2082 1.5789 -1.3871
H 0.7948 2.5196 1.1085
H 1.6821 1.2547 1.7052
H -0.1234 1.0392 1.6008
H -0.9926 -2.7811 -0.0473
H 0.5234 -2.1177 -0.8112
H 0.3113 -2.3604 0.8502
*
```

## Properties
Maximum force   5.009 eV/Å
Kohn-Sham gap (alpha / beta)   8.37 / 8.37 eV
Energy relative to the best compared isomer or geometry (same formula, charge and spin)   116.1 kcal/mol
DFT total energy   -21370.270 eV

=====

[5]
Molecular formula: C4HNaO2
Method: DFT, ωB97M-V with the def2-TZVPD basis set

The geometry in ORCA input format:
```
! wB97M-V def2-TZVPD RIJCOSX def2/J DEFGRID3
* xyz 1 2
O 3.0919 -0.0159 0.0927
C 1.8323 0.0832 0.1707
C 0.6394 0.3343 0.1605
C -1.9874 0.0719 -0.2768
C -0.7289 0.2518 0.1665
O -1.6929 0.7252 1.0042
Na -4.5816 -0.5286 -1.5169
H 3.4272 -0.9220 0.1991
*
```

## Properties
Maximum force   2.029 eV/Å
Kohn-Sham gap (alpha / beta)   7.40 / 8.56 eV
DFT total energy   -12662.966 eV

=====

[6]
Molecular formula: C4H13N
Method: DFT, ωB97M-V with the def2-TZVPD basis set

The geometry in ORCA input format:
```
! wB97M-V def2-TZVPD RIJCOSX def2/J DEFGRID3
* xyz 0 1
C -0.2622 0.8233 1.4581
N -0.9311 -0.3923 1.8087
C -2.3522 -0.1040 1.8517
H 0.5577 0.8110 0.7760
H -1.0449 1.6500 1.2553
H 0.1048 1.2382 2.5374
H -0.6011 -0.5176 2.7936
H -2.5973 0.8978 2.3304
H -2.7841 -0.7581 2.5797
H -2.9793 -0.1816 0.8213
C 1.7922 -0.0560 -1.7851
C 1.7122 -0.4554 -3.3094
H 2.3181 -0.7792 -1.0528
H 0.6729 -0.0103 -1.3942
H 2.2624 1.0095 -1.8350
H 1.0712 -1.3399 -3.2560
H 1.4969 0.3239 -3.8798
H 2.7001 -0.8446 -3.6288
*
```

## Properties
Maximum force   7.021 eV/Å
Kohn-Sham gap   10.16 eV
Energy relative to the best compared isomer or geometry (same formula, charge and spin)   50.4 kcal/mol
DFT total energy   -5846.446 eV

=====

[7]
Molecular formula: C2H2N2O2S2
Method: DFT, ωB97M-V with the def2-TZVPD basis set

The geometry in ORCA input format:
```
! wB97M-V def2-TZVPD RIJCOSX def2/J DEFGRID3
* xyz 0 1
O -1.5187 1.8933 -0.0449
C -0.7231 1.0029 -0.2068
N 0.6842 1.1109 -0.1341
C 1.1170 -0.0946 -0.2047
S 2.7435 -0.6210 -0.0608
O 0.2170 -1.0723 -0.3051
N -1.0001 -0.3931 -0.5063
S -2.4126 -1.1615 -0.0718
H 3.1607 0.6167 0.2738
H -2.2677 -1.2812 1.2607
*
```

## Properties
Maximum force   1.661 eV/Å
Kohn-Sham gap   10.40 eV
Energy relative to the best compared isomer or geometry (same formula, charge and spin)   40.8 kcal/mol
DFT total energy   -30850.118 eV

=====

[8]
Molecular formula: CH2N4O
Method: DFT, ωB97M-V with the def2-TZVPD basis set

The geometry in ORCA input format:
```
! wB97M-V def2-TZVPD RIJCOSX def2/J DEFGRID3
* xyz 0 1
N -1.3350 0.4734 0.8597
C -0.3229 0.3486 0.0929
N 0.3907 1.0498 -0.8381
O 1.3888 0.1800 -1.2253
N 1.3548 -0.9698 -0.6290
N 0.3421 -0.8855 0.1588
H -1.7860 1.3713 0.7795
H -0.0326 -1.5679 0.8014
*
```

## Properties
Maximum force   0.833 eV/Å
Kohn-Sham gap   8.10 eV
Energy relative to the best compared isomer or geometry (same formula, charge and spin)   78.2 kcal/mol
DFT total energy   -9072.907 eV